Below is a molecular structure, C45H39Cl2MgNO2P2SSi in a non-equilibrium geometry, with properties calculated with the ωB97M-V functional and the def2-TZVPD basis.

XYZ file:
```
94
C45H39Cl2MgNO2P2SSi (the ωB97M-V functional and the def2-TZVPD basis)
Mg -0.48 -0.66 -0.36
C 2.05 -2.46 2.24
Si 1.43 -0.80 1.73
C 2.99 -0.02 0.92
C 3.86 0.68 1.77
C 5.01 1.32 1.23
C 5.24 1.38 -0.15
C 4.38 0.62 -0.98
C 3.25 -0.07 -0.47
P 1.95 -0.68 -1.59
C 1.93 0.57 -2.97
C 1.44 0.26 -4.26
C 1.59 1.19 -5.26
C 2.08 2.44 -4.99
C 2.54 2.81 -3.76
C 2.39 1.90 -2.71
C 2.55 -2.30 -2.21
C 3.24 -2.54 -3.40
C 3.65 -3.82 -3.78
C 3.28 -4.91 -3.02
C 2.60 -4.72 -1.81
C 2.13 -3.45 -1.51
C 1.01 0.24 3.25
C 1.61 -0.14 4.45
C 1.21 0.37 5.76
C 0.27 1.34 5.78
C -0.38 1.77 4.57
C -0.05 1.21 3.33
P -1.00 1.53 1.86
C -2.74 1.58 2.41
C -3.39 2.59 3.09
C -4.75 2.52 3.38
C -5.53 1.44 2.93
C -4.87 0.42 2.25
C -3.54 0.52 1.93
C -0.78 3.31 1.53
C 0.25 4.09 2.07
C 0.54 5.34 1.46
C -0.26 5.83 0.45
C -1.38 5.11 -0.01
C -1.62 3.86 0.55
H 3.12 -2.50 2.36
H 1.58 -2.78 3.20
H 1.74 -3.22 1.45
H 3.51 0.88 2.80
H 5.72 1.81 1.92
H 6.00 2.00 -0.60
H 4.50 0.69 -2.06
H 1.17 -0.77 -4.50
H 1.12 0.95 -6.21
H 2.24 3.16 -5.80
H 2.97 3.79 -3.50
H 2.68 2.21 -1.70
H 3.56 -1.67 -3.98
H 4.18 -3.93 -4.78
H 3.47 -5.92 -3.33
H 2.49 -5.57 -1.15
H 1.36 -3.38 -0.70
H 2.48 -0.77 4.45
H 1.58 -0.10 6.65
H 0.00 1.88 6.68
H -1.16 2.50 4.62
H -2.91 3.52 3.34
H -5.18 3.25 4.04
H -6.58 1.39 3.19
H -5.41 -0.44 1.80
H -3.10 -0.20 1.28
H 0.90 3.71 2.86
H 1.49 5.87 1.70
H 0.00 6.76 -0.09
H -1.90 5.45 -0.90
H -2.46 3.24 0.24
Cl -1.68 -2.61 1.79
C -2.47 -3.94 0.91
C -2.95 -5.00 1.62
C -3.50 -6.07 0.94
C -3.56 -6.05 -0.47
C -3.07 -4.97 -1.23
Cl -3.11 -4.97 -2.95
C -2.48 -3.87 -0.51
S -1.68 -2.61 -1.44
H -2.78 -5.20 2.68
H -3.82 -6.92 1.45
H -4.06 -6.81 -1.03
N -3.51 0.62 -4.02
C -3.10 0.49 -2.57
C -1.70 1.07 -2.42
O -1.36 1.77 -3.50
O -0.99 0.99 -1.43
H -4.45 1.01 -4.13
H -3.56 -0.29 -4.46
H -2.11 1.45 -4.15
H -3.11 -0.57 -2.22
H -3.80 1.02 -1.86
```

Summary:
- Frontier orbital gap: 0.223 Eh
- Max |F|: 3.2 eV/Å
- E: -4434.3312 hartree
- Multiplicity: 1
- LUMO energy: 0.0040 Eh
- E_HOMO: -5.9509 eV

Below is a gas-phase ion, C2H2N2OP (charge +1) in a non-equilibrium geometry, with properties calculated with the ωB97M-V functional and the def2-TZVPD basis.

XYZ file:
```
8
C2H2N2OP (the ωB97M-V functional and the def2-TZVPD basis)
C -0.95 -0.43 0.11
C -0.54 0.82 -0.18
N 0.08 -1.33 0.02
N 1.17 -1.62 -0.07
O 2.15 0.22 0.01
P 1.32 1.46 0.04
H -2.02 -0.67 0.27
H -1.20 1.55 -0.21
```

Summary:
- Frontier orbital gap (spin up / spin down): 0.247 / 0.291 Eh
- <S²>: 2.021
- Total charge: +1
- Max |F|: 4.8 eV/Å
- E: -603.0507 hartree
- Multiplicity: 3
- LUMO energy (spin up / spin down): -0.2386 / -0.3309 Eh
- E_HOMO (spin up / spin down): -13.2252 / -16.9101 eV

Below is a molecular structure, C30H60N8O5Si4Sm in a non-equilibrium geometry, with properties calculated with the ωB97M-V functional and the def2-TZVPD basis.

XYZ file:
```
108
C30H60N8O5Si4Sm (the ωB97M-V functional and the def2-TZVPD basis)
Sm 0.40 -0.50 0.26
N -0.27 -2.09 -1.91
C 0.80 -2.54 -2.80
C 1.80 -1.41 -3.03
N 2.53 -1.05 -1.81
C 3.18 0.26 -2.01
C 3.71 0.89 -0.74
N 2.60 1.29 0.14
C 3.51 -2.09 -1.48
C 3.45 -2.48 0.00
N 2.06 -2.58 0.44
H -0.94 -1.54 -2.45
H -0.78 -2.89 -1.55
H 1.29 -3.40 -2.35
H 0.42 -2.85 -3.78
H 2.49 -1.69 -3.83
H 1.24 -0.53 -3.35
H 4.00 0.17 -2.73
H 2.43 0.93 -2.43
H 4.34 0.18 -0.20
H 4.33 1.74 -1.03
H 2.98 1.52 1.05
H 2.19 2.14 -0.22
H 3.32 -2.98 -2.08
H 4.53 -1.77 -1.72
H 4.01 -3.41 0.14
H 3.93 -1.69 0.58
H 1.62 -3.40 0.03
H 2.04 -2.70 1.45
N 2.58 0.39 4.67
C 3.66 -0.42 4.44
C 3.53 -0.83 3.15
N 2.41 -0.30 2.58
C 1.85 0.43 3.52
C 0.59 1.12 3.37
N -0.13 1.11 2.26
C -1.28 1.80 2.54
C -1.26 2.24 3.83
N -0.06 1.80 4.35
H 2.38 0.86 5.53
H 4.39 -0.63 5.19
H 4.19 -1.49 2.61
H -2.04 1.94 1.79
H -1.96 2.81 4.41
H 0.25 1.96 5.29
O -0.90 -2.94 0.84
C -0.56 -2.78 2.05
O 0.09 -1.76 2.41
C -0.95 -3.77 3.09
C -2.05 -4.60 2.89
C -2.52 -5.44 3.89
C -1.84 -5.43 5.08
O -2.10 -6.13 6.22
C -1.08 -5.78 7.15
O -0.23 -4.82 6.54
C -0.71 -4.63 5.28
C -0.25 -3.78 4.31
H -2.55 -4.56 1.93
H -3.37 -6.08 3.75
H -0.51 -6.67 7.42
H -1.53 -5.35 8.05
H 0.61 -3.15 4.45
C -3.71 2.38 -3.65
Si -2.97 1.46 -2.17
C -3.40 -0.38 -2.42
C -3.99 2.04 -0.67
Si -0.62 1.57 -1.67
Si 0.11 1.83 -4.13
C -0.52 3.45 -4.90
C 1.95 1.87 -4.67
C -0.67 0.43 -5.17
Si -0.32 3.91 -1.16
C -0.51 4.31 0.69
C -1.47 5.17 -2.00
C 1.49 4.43 -1.55
H -4.79 2.24 -3.70
H -3.29 2.04 -4.60
H -3.52 3.46 -3.57
H -4.46 -0.53 -2.60
H -3.13 -0.96 -1.53
H -2.87 -0.80 -3.28
H -5.06 1.98 -0.86
H -3.76 3.07 -0.41
H -3.77 1.41 0.20
H 0.05 4.30 -4.52
H -1.57 3.63 -4.67
H -0.41 3.44 -5.98
H 2.55 2.50 -4.02
H 2.02 2.31 -5.67
H 2.42 0.89 -4.72
H -1.73 0.30 -4.91
H -0.18 -0.53 -5.04
H -0.63 0.67 -6.24
H -1.55 4.19 1.00
H -0.23 5.34 0.91
H 0.10 3.66 1.31
H -2.51 4.93 -1.79
H -1.34 5.18 -3.08
H -1.29 6.18 -1.64
H 2.16 4.24 -0.71
H 1.55 5.49 -1.78
H 1.88 3.89 -2.42
C -3.21 -0.80 1.97
O -2.33 -0.72 0.85
H -4.00 -1.54 1.78
H -3.67 0.18 2.11
H -2.67 -1.08 2.87
H -2.01 -1.64 0.71
```

Summary:
- Frontier orbital gap (spin up / spin down): 0.253 / 0.268 Eh
- <S²>: 8.766
- Total charge: +1
- Max |F|: 1.8 eV/Å
- E: -3809.3672 hartree
- Multiplicity: 6
- LUMO energy (spin up / spin down): -0.0980 / -0.0801 Eh
- E_HOMO (spin up / spin down): -9.5621 / -9.4835 eV

Below is 7 unconnected molecules or ions with the total composition C19H54FN15O7, with properties calculated with the ωB97M-V functional and the def2-TZVPD basis.

XYZ file:
```
96
C19H54FN15O7 (the ωB97M-V functional and the def2-TZVPD basis)
C -0.01 -4.10 0.04
C -1.01 -2.94 0.02
N -0.88 -2.13 1.23
C -1.37 -0.76 1.13
O -0.53 0.10 1.86
C 0.62 0.47 1.08
C 1.48 1.44 1.88
C 2.80 0.88 2.45
C 2.78 -0.59 2.83
C 4.07 -1.04 3.53
C 4.35 -2.53 3.40
N 3.26 -3.43 3.80
C -2.80 -0.57 1.63
N -3.70 -1.11 0.61
C -3.12 -1.21 2.98
C -2.47 -0.51 4.17
C -1.24 -1.20 4.75
F -3.46 -0.38 5.19
H 0.39 -4.24 1.05
H 0.83 -3.93 -0.63
H -0.48 -5.04 -0.25
H -2.04 -3.32 -0.03
H -0.86 -2.33 -0.88
H 0.09 -2.10 1.51
H -1.36 -0.44 0.07
H 1.18 -0.42 0.80
H 0.22 0.90 0.16
H 1.71 2.29 1.23
H 0.87 1.84 2.69
H 3.63 1.06 1.75
H 3.05 1.45 3.35
H 2.65 -1.22 1.94
H 1.91 -0.77 3.48
H 4.03 -0.76 4.59
H 4.92 -0.50 3.10
H 4.59 -2.74 2.35
H 5.24 -2.79 3.98
H 2.68 -3.00 4.51
H 2.65 -3.63 3.02
H -2.92 0.52 1.74
H -4.65 -0.80 0.76
H -3.44 -0.72 -0.29
H -2.88 -2.27 2.95
H -4.21 -1.13 3.13
H -2.21 0.52 3.89
H -1.12 -2.21 4.37
H -0.34 -0.64 4.51
H -1.34 -1.24 5.84
N -1.88 1.44 -3.35
C -0.60 1.00 -3.12
N 0.27 1.20 -4.15
O -0.29 0.46 -2.07
H -2.16 1.84 -4.23
H -2.57 1.27 -2.64
H 1.21 0.88 -4.02
H 0.02 1.67 -5.00
N -6.69 1.84 -1.14
C -6.04 0.65 -1.29
N -6.77 -0.47 -0.98
O -4.87 0.57 -1.64
H -7.64 1.92 -0.83
H -6.17 2.68 -1.32
H -6.31 -1.36 -1.08
H -7.73 -0.44 -0.69
N -4.89 2.21 4.27
C -5.28 2.47 2.98
N -5.19 1.41 2.13
O -5.68 3.56 2.62
H -4.55 1.32 4.58
H -4.94 2.97 4.92
H -5.45 1.56 1.17
H -4.86 0.50 2.42
N -0.67 4.79 -6.72
C 0.13 3.83 -7.24
N 0.72 4.09 -8.44
O 0.34 2.76 -6.67
H -0.84 5.67 -7.17
H -1.09 4.62 -5.82
H 1.34 3.39 -8.81
H 0.60 4.95 -8.93
N 9.41 -0.66 2.76
C 8.20 -0.51 3.37
N 8.17 -0.82 4.70
O 7.21 -0.13 2.77
H 10.24 -0.98 3.24
H 9.46 -0.44 1.79
H 7.29 -0.73 5.17
H 8.96 -1.15 5.22
N 1.59 0.17 -7.17
C 2.43 0.10 -8.24
N 2.79 -1.17 -8.63
O 2.83 1.09 -8.83
H 1.22 -0.63 -6.70
H 1.33 1.10 -6.87
H 3.40 -1.25 -9.42
H 2.48 -2.00 -8.16
```

Summary:
- Frontier orbital gap: 0.320 Eh
- Max |F|: 0.5 eV/Å
- E: -2204.4884 hartree
- Multiplicity: 1
- SMILES string: CCN[C@H](OCCCCCCN)[C@@H](N)C[C@H](C)F.NC(N)=O.NC(N)=O.NC(N)=O.NC(N)=O.NC(N)=O.NC(N)=O
- LUMO energy: 0.0159 Eh
- E_HOMO: -8.2833 eV

Below is a molecular structure, C38H45BFN12O3SbScSe4 in a non-equilibrium geometry, with properties calculated with the ωB97M-V functional and the def2-TZVPD basis.

XYZ file:
```
106
C38H45BFN12O3SbScSe4 (the ωB97M-V functional and the def2-TZVPD basis)
Sc 2.32 0.45 -0.50
C 1.46 4.21 -0.49
C 1.71 3.45 0.78
C 1.54 3.94 2.07
C 1.87 2.90 2.90
N 2.21 1.84 2.15
N 2.12 2.18 0.83
B 2.89 0.51 2.67
N 2.05 -0.76 2.32
C 1.61 -1.71 3.17
C 0.99 -2.70 2.44
C 1.08 -2.28 1.11
C 0.52 -2.99 -0.08
N 1.75 -1.13 1.04
N 4.24 0.35 1.93
C 5.48 0.33 2.44
C 6.37 0.04 1.43
C 5.59 -0.11 0.28
C 6.07 -0.46 -1.09
N 4.29 0.09 0.58
N 2.95 0.61 4.18
C 1.84 0.69 4.97
C 2.25 0.83 6.27
C 3.66 0.83 6.20
C 4.62 0.97 7.33
N 4.06 0.70 4.95
H 1.82 5.23 -0.37
H 1.97 3.77 -1.33
H 0.39 4.24 -0.72
H 1.24 4.94 2.36
H 1.89 2.87 3.98
H 1.79 -1.65 4.23
H 0.53 -3.59 2.82
H -0.32 -3.60 0.22
H 0.19 -2.29 -0.84
H 1.27 -3.65 -0.53
H 5.62 0.52 3.49
H 7.44 -0.05 1.50
H 6.62 -1.40 -1.06
H 5.25 -0.56 -1.79
H 6.75 0.31 -1.46
H 0.85 0.64 4.55
H 1.64 0.93 7.15
H 4.08 1.08 8.26
H 5.26 0.09 7.41
H 5.27 1.83 7.19
C -4.70 1.50 -4.18
C -4.25 2.43 -3.06
N -3.13 1.86 -2.30
C -1.88 2.13 -2.70
C -0.75 1.66 -2.10
C 0.57 1.90 -2.72
O 0.67 2.53 -3.77
O 1.59 1.37 -2.15
C -0.86 0.84 -0.92
O 0.11 0.47 -0.24
C -2.22 0.44 -0.58
C -2.42 -0.49 0.44
C -3.68 -0.91 0.76
F -3.79 -1.80 1.77
C -4.82 -0.43 0.09
C -4.61 0.49 -0.93
C -3.33 0.94 -1.27
N -6.13 -0.88 0.36
C -7.22 0.08 0.41
C -8.44 -0.53 -0.30
N -8.39 -2.02 -0.14
C -7.86 -2.38 1.21
C -6.37 -2.01 1.26
H -5.54 1.95 -4.71
H -5.00 0.53 -3.80
H -3.89 1.35 -4.90
H -5.06 2.67 -2.38
H -3.90 3.37 -3.48
H -1.77 2.78 -3.57
H -1.56 -0.87 0.99
H -5.46 0.85 -1.48
H -6.96 1.01 -0.07
H -7.46 0.32 1.45
H -8.43 -0.30 -1.37
H -9.37 -0.15 0.13
H -7.75 -2.40 -0.84
H -9.31 -2.43 -0.30
H -7.98 -3.45 1.38
H -8.44 -1.85 1.95
H -5.77 -2.85 0.91
H -6.10 -1.81 2.30
C 2.89 -4.48 -4.90
C 2.68 -3.44 -3.85
C 3.53 -3.33 -2.75
C 3.35 -2.32 -1.84
N 2.39 -1.38 -1.95
C 1.54 -1.52 -2.98
C 1.64 -2.52 -3.92
H 3.11 -5.45 -4.47
H 3.75 -4.20 -5.51
H 2.03 -4.55 -5.56
H 4.35 -4.03 -2.61
H 3.98 -2.25 -0.96
H 0.75 -0.79 -3.05
H 0.91 -2.57 -4.72
Se 3.38 4.93 -4.65
Sb 3.30 2.61 -4.12
Se 3.46 0.61 -5.40
Se 5.26 4.12 -1.24
Se 4.25 2.20 -1.62
```

Summary:
- Frontier orbital gap (spin up / spin down): 0.234 / 0.218 Eh
- <S²>: 0.756
- Total charge: +2
- Max |F|: 1.5 eV/Å
- E: -13089.1289 hartree
- Multiplicity: 2
- LUMO energy (spin up / spin down): -0.1869 / -0.1992 Eh
- E_HOMO (spin up / spin down): -11.4631 / -11.3549 eV